Record 1
The following is a quantum chemistry calculation of a molecular structure, C54H64CoN16O2P, from OMol25.

The geometry in ORCA input format:
```
! wB97M-V def2-TZVPD RIJCOSX def2/J DEFGRID3
* xyz -1 2
Co -0.03659 1.01597 0.18629
C -6.09638 -0.02606 -0.71104
C -4.89078 -0.67285 -0.01396
C -5.35865 -1.63795 1.07332
C -4.03276 -1.31409 -1.10215
C -4.65326 -2.27800 -1.88856
C -4.10250 -2.69101 -3.08684
C -2.98748 -2.01800 -3.54420
C -2.30521 -1.06770 -2.78246
C -1.21467 -0.34173 -3.56607
C 0.03157 -1.21097 -3.75884
C -0.85917 1.01911 -3.01222
C -2.73778 -0.84044 -1.45712
N -1.89438 -0.30168 -0.41426
C -1.98948 -0.99348 0.67171
C -1.55766 -0.72387 2.03338
C -1.80201 -1.81500 2.89925
C -1.69391 -1.73878 4.26026
C -1.32142 -0.50608 4.81614
C -1.07263 0.57793 4.02322
C -1.14988 0.52763 2.60062
N -0.83971 1.61246 1.84600
C -1.02481 2.90572 2.43264
C 0.02405 3.83056 2.64074
C -0.28547 5.12051 3.07282
C -1.56966 5.50971 3.39370
C -2.57672 4.57579 3.27896
C -2.33267 3.30008 2.78390
C -3.54417 2.40573 2.62193
C -4.16553 2.04140 3.97397
C -4.59015 3.06690 1.72461
C 1.51711 3.55078 2.56751
C 2.06478 3.36226 1.16027
C 1.91313 2.43128 3.52936
H -6.75966 0.45574 0.00726
H -6.67789 -0.77419 -1.25245
H -5.76607 0.72810 -1.42679
H -4.31141 0.12028 0.45300
H -5.95341 -2.45261 0.65182
H -5.98324 -1.11250 1.79918
H -4.52139 -2.07449 1.61666
H -5.60411 -2.68386 -1.56321
H -4.58075 -3.45166 -3.69124
H -2.62034 -2.21067 -4.54689
H -1.66849 -0.18191 -4.55045
H 0.35105 -1.60223 -2.79261
H 0.85450 -0.62570 -4.17350
H -0.16135 -2.05957 -4.41973
H -0.42461 0.91389 -2.02790
H -1.74037 1.65663 -2.91778
H -0.13625 1.51986 -3.65978
H -2.53609 -1.94144 0.61525
H -2.12651 -2.74826 2.44713
H -1.89487 -2.59834 4.88552
H -1.21554 -0.40871 5.89113
H -0.77721 1.51885 4.46810
H 0.52864 5.82767 3.18470
H -1.77695 6.51581 3.73672
H -3.58708 4.84601 3.56183
H -3.23210 1.48502 2.13638
H -4.53673 2.93626 4.48085
H -3.44364 1.55408 4.62923
H -5.00890 1.36024 3.83349
H -4.91534 4.02676 2.13014
H -5.47189 2.43140 1.65369
H -4.19205 3.24214 0.72339
H 1.98875 4.46221 2.94640
H 3.15471 3.31333 1.17576
H 1.72733 2.43591 0.70264
H 1.75630 4.18701 0.51487
H 2.99787 2.28628 3.53026
H 1.60284 2.67764 4.54828
H 1.44646 1.49254 3.24784
N 1.35274 2.72193 -2.25090
C 0.19145 3.22931 -1.69907
N -0.38544 4.35219 -2.07940
N -1.49683 4.41718 -1.30694
N -1.57373 3.39879 -0.52500
N -0.49114 2.61728 -0.74365
C 1.64072 1.37762 -2.21545
N 2.46283 0.78466 -3.07157
N 2.41717 -0.50734 -2.71705
N 1.61986 -0.67772 -1.71889
N 1.09841 0.51530 -1.36297
H 1.76844 3.25319 -2.99542
C 2.59256 -4.69862 -1.43803
N 2.09446 -4.42280 -0.02725
C 1.11670 -5.50525 0.38759
N 0.05450 -5.62071 -0.55607
C 0.60211 -5.88615 -1.88318
N 1.51250 -4.84950 -2.34806
C 0.82977 -3.56779 -2.60110
P 0.05171 -2.80470 -1.09055
C 1.45371 -3.06805 0.06710
C -0.79865 -4.40764 -0.57712
H 3.18991 -5.61091 -1.37878
H 3.22273 -3.85344 -1.70919
H 2.91064 -4.41809 0.59203
H 0.74088 -5.21947 1.37006
H 1.68410 -6.43625 0.45151
H -0.22191 -5.97250 -2.59036
H 1.14464 -6.83595 -1.85466
H 0.04948 -3.74430 -3.34405
H 1.54152 -2.85906 -3.02850
H 1.09602 -2.94080 1.09042
H 2.22392 -2.32915 -0.13479
H -1.63271 -4.59992 -1.25615
H -1.22718 -4.27058 0.41963
O 1.22987 -1.75033 2.97894
C 2.09075 -1.04722 2.47028
N 3.39804 -1.04871 2.95393
C 4.28340 -0.56854 1.93342
C 3.22937 0.14832 1.02589
O 3.58351 0.86255 0.10606
N 1.96835 -0.19312 1.39804
C 4.92157 -1.71132 1.11847
C 5.12506 -2.96644 1.69062
C 5.71921 -3.99848 0.97001
C 6.10907 -3.79209 -0.34680
C 5.89608 -2.54965 -0.92922
C 5.31204 -1.51849 -0.20564
C 5.37106 0.36005 2.45532
C 5.69405 0.35377 3.80802
C 6.70951 1.16173 4.30176
C 7.41294 1.99438 3.44554
C 7.08824 2.01370 2.09605
C 6.07943 1.20169 1.60072
H 3.63767 -1.76229 3.61932
H 4.85546 -3.14490 2.72435
H 5.89611 -4.95480 1.44949
H 6.56819 -4.59249 -0.91402
H 6.17499 -2.37581 -1.96088
H 5.12368 -0.56465 -0.68085
H 5.12929 -0.26495 4.49252
H 6.94256 1.14378 5.35915
H 8.20222 2.62960 3.82738
H 7.61878 2.67248 1.41997
H 5.80949 1.24572 0.55569
*
```

Energy relative to the best compared isomer or geometry (same formula, charge and spin) (kcal/mol): 61.2
HOMO-LUMO gap (spin up / spin down) (eV): 5.94 / 5.91
E_HOMO (spin up / spin down) (eV): -4.37 / -4.34
Expectation value of S²: 0.761
LUMO (spin up / spin down) (eV): 1.569 / 1.569
E_tot (eV): -131889.496
M (g/mol): 1059.12

Record 2
The following is a quantum chemistry calculation of a molecular structure, C54H67N4P4PbSe2Si4Te, from OMol25.

The geometry in ORCA input format:
```
! wB97M-V def2-TZVPD RIJCOSX def2/J DEFGRID3
* xyz 1 1
Pb 0.19278 0.17671 1.32157
C 1.31994 0.18386 5.97073
P 1.02721 1.03146 4.36415
C -0.50421 1.96646 4.76059
C 2.32735 2.33108 4.39982
C 2.19662 3.42307 5.25767
C 3.12824 4.44824 5.26448
C 4.21556 4.38673 4.40595
C 4.36607 3.29610 3.56328
C 3.43852 2.25438 3.54703
P 3.65419 0.78859 2.44723
C 4.80260 1.41975 1.16143
C 4.83990 -0.18126 3.47986
H 1.38664 0.91216 6.78065
H 2.25053 -0.38345 5.93433
H 0.49930 -0.50508 6.17626
H -0.50193 2.38774 5.76640
H -1.35224 1.28659 4.66455
H -0.63649 2.76471 4.02879
H 1.34501 3.49129 5.92275
H 3.00147 5.29266 5.92942
H 4.94732 5.18419 4.39453
H 5.22677 3.26221 2.90973
H 5.78656 1.68536 1.55006
H 4.35314 2.28891 0.67891
H 4.92564 0.64428 0.40484
H 5.67784 0.42956 3.82067
H 5.22473 -1.01970 2.89648
H 4.32106 -0.58221 4.35247
Se -1.32851 3.98157 -4.56787
P -0.08018 2.29790 -4.66413
C -0.70117 1.03919 -5.81200
C -0.00195 0.65109 -6.94580
C -0.54409 -0.29558 -7.80770
C -1.77983 -0.85580 -7.53484
C -2.48917 -0.45851 -6.40566
C -1.95585 0.48905 -5.55139
C 1.64150 2.62211 -5.12879
C 2.03916 3.91612 -5.43920
C 3.36788 4.17486 -5.75417
C 4.29415 3.14393 -5.75612
C 3.89836 1.84901 -5.43981
C 2.57627 1.58505 -5.12191
C 0.06488 1.38728 -3.10649
C -0.01760 1.73341 -1.76428
N 0.08636 0.57755 -1.08118
N 0.25561 -0.41800 -1.93355
N 0.25109 0.04717 -3.16180
P -0.24814 3.19986 -0.76753
Se 0.79740 2.95374 1.12392
C 0.48524 4.63065 -1.55498
C 1.80955 4.53549 -1.97711
C 2.42251 5.63297 -2.55682
C 1.72081 6.82342 -2.69772
C 0.40578 6.91742 -2.26536
C -0.21958 5.81921 -1.69638
C -2.01336 3.43271 -0.52635
C -2.46324 4.21755 0.53566
C -3.82340 4.38004 0.74248
C -4.73330 3.75816 -0.10437
C -4.28488 2.98066 -1.16104
C -2.92467 2.81250 -1.37441
H 0.95860 1.09385 -7.17142
H 0.00056 -0.58852 -8.69565
H -2.19852 -1.59484 -8.20566
H -3.46411 -0.88182 -6.20166
H -2.51937 0.82434 -4.68833
H 1.30139 4.70926 -5.43435
H 3.67661 5.18293 -5.99980
H 5.32776 3.34544 -6.00706
H 4.62337 1.04540 -5.44158
H 2.26601 0.58098 -4.85667
H 2.35190 3.60306 -1.86529
H 3.44635 5.55994 -2.89931
H 2.20010 7.68090 -3.15226
H -0.14002 7.84368 -2.38463
H -1.25665 5.87999 -1.39375
H -1.75016 4.67702 1.20943
H -4.17493 4.98708 1.56640
H -5.79609 3.87662 0.06656
H -4.99517 2.50265 -1.82289
H -2.57234 2.20986 -2.20110
C -0.84899 -5.12525 4.18144
Si 0.77047 -5.57837 3.39560
C 1.01969 -7.41838 3.31879
C 2.20933 -4.72818 4.21789
Si 0.78722 -4.69915 1.20718
Te -0.79490 -2.99411 0.59356
Si 2.45351 -5.11016 -0.42983
C 4.03796 -4.46135 0.30603
C 2.53763 -6.94602 -0.72176
C 1.94575 -4.18448 -1.95335
Si -2.54816 -4.85589 0.27926
C -3.07121 -4.67564 -1.48380
C -3.90402 -4.54544 1.49248
C -1.68983 -6.48807 0.59364
H -0.78146 -5.27049 5.26278
H -1.66094 -5.75532 3.81082
H -1.11773 -4.08360 3.99320
H 1.10008 -7.79037 4.34409
H 1.93394 -7.69745 2.79186
H 0.18200 -7.93078 2.84373
H 2.25459 -5.05057 5.26145
H 2.10252 -3.64066 4.20818
H 3.16121 -4.98159 3.74673
H 4.32343 -5.00058 1.21154
H 3.96729 -3.39801 0.54578
H 4.84167 -4.58413 -0.42476
H 2.70972 -7.51932 0.19079
H 3.37485 -7.13796 -1.39876
H 1.63263 -7.32503 -1.20009
H 1.63528 -3.15836 -1.74111
H 1.11393 -4.68253 -2.45686
H 2.78682 -4.14745 -2.65118
H -3.19843 -3.62671 -1.75734
H -4.02572 -5.18608 -1.63805
H -2.33062 -5.10681 -2.15929
H -4.21594 -3.49941 1.47622
H -3.58768 -4.78466 2.50909
H -4.77061 -5.16421 1.24258
H -0.82637 -6.62129 -0.06953
H -2.36739 -7.32556 0.40237
H -1.36965 -6.57017 1.63632
N -10.02827 1.48788 1.53219
C -8.88762 1.35245 1.54053
C -7.45503 1.17743 1.54848
C -6.70080 1.64858 2.62036
C -5.32972 1.47140 2.62644
C -4.69273 0.82394 1.56565
C -5.45830 0.35946 0.49437
C -6.82955 0.53186 0.48356
C -3.26684 0.65444 1.56232
C -2.05840 0.53731 1.52025
H -7.19506 2.15329 3.43934
H -4.73559 1.84042 3.45139
H -4.96274 -0.12721 -0.33538
H -7.42434 0.17434 -0.34617
*
```

Energy relative to the best compared isomer or geometry (same formula, charge and spin) (kcal/mol): 12.5
HOMO-LUMO gap (eV): 4.68
E_HOMO (eV): -9.37
LUMO (eV): -4.688
E_tot (eV): -274942.159
M (g/mol): 1501.12